1.
The following is a quantum chemistry calculation of a 2-piece molecular cluster, C2H8NS2 overall in a non-equilibrium geometry, from the OMol25 dataset.

Last column: Mulliken charge in e.
Atoms and positions in Å:
C: 0.48986 0.82757 0.64155  -0.21
C: -0.85097 0.63776 -0.10056  -0.79
S: -0.71825 -0.36201 -1.60311  -0.12
N: 1.58825 1.34093 -0.16140  -0.59
H: 0.77372 -0.17262 0.96968  0.20
H: 0.33964 1.45895 1.51573  0.35
H: -1.31014 1.59457 -0.36546  0.35
H: -1.57321 0.14478 0.55963  0.35
H: 1.38873 2.28279 -0.48701  0.24
H: 1.73033 0.75810 -0.97072  0.23
S: -0.82674 -2.82812 0.55972  -0.24
H: -0.74897 -1.83304 -0.48004  0.08
H: -0.28224 -3.84967 -0.07802  0.16

frontier orbital gap (spin up / spin down): 10.21 / 6.57 eV
LUMO (spin up / spin down): 0.8252 / -2.6417 eV
spin multiplicity: 2
relative energy (zero: lowest compared OMol25 entry of this formula, charge and spin): 3.5 kcal per mole
charge: 0
DFT total energy: -932.05753 Eh

2.
The following is a quantum chemistry calculation of a 2-piece molecular cluster, C2H8NS2 overall in a non-equilibrium geometry, from the OMol25 dataset.

Last column: Mulliken charge in e.
Atoms and positions in Å:
C: 0.85699 -1.00556 0.39753  -0.67
C: 1.38536 0.31695 -0.27950  -0.03
N: 1.02918 1.41562 0.25245  -0.20
S: -3.31852 -0.63211 -0.19152  -0.12
S: -1.83021 0.82382 0.18216  -0.16
H: 0.97265 -1.76859 -0.32670  0.31
H: -0.26188 -0.75940 0.59269  0.23
H: 1.40487 -1.17024 1.34554  0.34
H: 1.78467 0.14861 -1.26731  0.34
H: -1.33705 0.45868 -0.92138  0.20
H: 1.11575 2.29264 -0.25436  0.27
H: 0.91610 1.47232 1.30750  0.34
H: -2.71790 -1.59274 -0.83709  0.15

frontier orbital gap: 6.98 eV
LUMO: -5.4638 eV
spin multiplicity: 1
relative energy (zero: lowest compared OMol25 entry of this formula, charge and spin): 42.4 kcal per mole
charge: +1
DFT total energy: -931.80466 Eh

3.
The following is a quantum chemistry calculation of a 2-piece molecular cluster, C2H8O overall in a non-equilibrium geometry, from the OMol25 dataset.

Last column: Mulliken charge in e.
Atoms and positions in Å:
C: 1.59463 -0.75246 0.52704  -0.51
O: 0.55842 -1.39765 1.25163  -0.48
H: 2.42304 -1.41330 0.29125  0.26
H: 1.85714 0.04074 1.22575  0.22
H: 1.26971 -0.20282 -0.35651  0.14
H: 0.03420 -1.97900 0.69176  0.29
C: -1.53975 1.17629 -0.72472  -0.55
H: -0.58890 0.65979 -0.64979  -0.14
H: -1.84855 0.94784 -1.74402  0.27
H: -2.29145 0.70653 -0.09071  0.25
H: -1.46849 2.21403 -0.42168  0.24

frontier orbital gap: 11.46 eV
LUMO: 0.9147 eV
spin multiplicity: 1
relative energy (zero: lowest compared OMol25 entry of this formula, charge and spin): 14.7 kcal per mole
SMILES string: CO.C
charge: 0
DFT total energy: -156.20167 Eh

4.
The following is a quantum chemistry calculation of a 2-piece molecular cluster, C2H8O overall in a non-equilibrium geometry, from the OMol25 dataset.

Last column: Mulliken charge in e.
Atoms and positions in Å:
C: 0.73804 -0.48357 0.97793  -0.68
C: -0.49470 0.39799 1.06350  -0.43
H: 0.83061 -1.35946 1.65269  0.34
H: 1.58967 0.09133 1.29560  0.34
H: 0.99827 -0.81106 -0.07299  0.25
H: -1.01389 -0.11391 1.86781  0.28
H: -0.02080 1.39531 1.12312  0.31
H: -1.13475 0.46204 0.20563  0.34
H: 0.28759 0.03005 -2.70895  0.36
H: -1.20850 0.05034 -2.37632  0.36
O: -0.57153 0.34094 -3.02800  -0.46

frontier orbital gap (spin up / spin down): 13.98 / 3.67 eV
LUMO (spin up / spin down): -3.8544 / -12.0140 eV
spin multiplicity: 2
relative energy (zero: lowest compared OMol25 entry of this formula, charge and spin): 26.6 kcal per mole
charge: +1
DFT total energy: -155.76962 Eh

5.
The following is a quantum chemistry calculation of a 2-piece molecular cluster, C2H8O2 overall in a non-equilibrium geometry, from the OMol25 dataset.

Last column: Mulliken charge in e.
Atoms and positions in Å:
C: -0.10468 1.88371 -3.00449  -0.42
O: -1.16369 1.05676 -3.44031  -0.50
H: -0.12441 2.80810 -3.56187  0.24
H: -0.11417 2.06788 -1.90082  0.21
H: 0.83805 1.31113 -3.25719  0.18
H: -2.02131 1.46604 -3.30195  0.29
C: 0.66409 -1.45639 3.04228  -0.49
O: 0.44583 -2.78243 3.54072  -0.49
H: 0.29618 -0.82425 3.85839  0.22
H: 1.65702 -1.14883 2.77040  0.23
H: -0.03233 -1.29360 2.18739  0.21
H: -0.34057 -3.08811 3.06745  0.31

frontier orbital gap: 11.13 eV
LUMO: 0.7613 eV
spin multiplicity: 1
relative energy (zero: lowest compared OMol25 entry of this formula, charge and spin): 24.3 kcal per mole
SMILES string: CO.CO
charge: 0
DFT total energy: -231.42357 Eh

6.
The following is a quantum chemistry calculation of a 2-piece molecular cluster, C2H8O2 overall in a non-equilibrium geometry, from the OMol25 dataset.

Last column: Mulliken charge in e.
Atoms and positions in Å:
C: 1.92851 -1.59150 -0.66483  -0.55
O: 0.85838 -0.71881 -1.09707  -0.48
H: 1.62308 -2.63886 -0.63594  0.28
H: 2.29954 -1.32504 0.32587  0.24
H: 2.71563 -1.44403 -1.39940  0.21
H: 0.06874 -1.17982 -0.81211  0.29
C: -0.82278 1.12844 1.17587  -0.48
O: -2.09038 1.33372 0.55382  -0.51
H: -0.01266 1.33900 0.47716  0.23
H: -0.71705 1.87861 1.95722  0.26
H: -0.74720 0.11216 1.55648  0.20
H: -2.03400 0.97238 -0.33497  0.30

frontier orbital gap: 11.08 eV
LUMO: 0.7120 eV
spin multiplicity: 1
relative energy (zero: lowest compared OMol25 entry of this formula, charge and spin): 19.0 kcal per mole
SMILES string: CO.CO
charge: 0
DFT total energy: -231.43202 Eh

7.
The following is a quantum chemistry calculation of a 2-piece molecular cluster, C2H8O2 overall, from the OMol25 dataset.

Last column: Mulliken charge in e.
Atoms and positions in Å:
C: -2.03640 -0.76799 1.10729  -0.41
O: -2.72410 0.38054 0.62423  -0.50
H: -1.20949 -1.10671 0.45747  0.16
H: -2.72962 -1.60513 1.20609  0.26
H: -1.64614 -0.45644 2.08534  0.20
H: -3.06455 0.19298 -0.26783  0.29
C: 1.83861 -0.09308 -0.67325  -0.50
O: 3.01743 0.58156 -1.09230  -0.52
H: 1.65479 -0.94242 -1.33985  0.24
H: 0.95582 0.53724 -0.75156  0.24
H: 1.97887 -0.38258 0.37145  0.23
H: 2.79905 1.47462 -1.37291  0.31

frontier orbital gap: 11.22 eV
LUMO: 0.7671 eV
spin multiplicity: 1
relative energy (zero: lowest compared OMol25 entry of this formula, charge and spin): 19.2 kcal per mole
SMILES string: CO.CO
charge: 0
DFT total energy: -231.43164 Eh

8.
The following is a quantum chemistry calculation of a 2-piece molecular cluster, C2H8O2 overall in a non-equilibrium geometry, from the OMol25 dataset.

Last column: Mulliken charge in e.
Atoms and positions in Å:
C: -0.02684 -0.53355 -1.39071  -0.55
O: -0.46821 -1.24652 -2.49071  -0.37
H: -0.74282 -0.68232 -3.23240  0.37
H: -0.49731 0.45237 -1.30725  0.32
H: 1.05672 -0.30685 -1.46372  0.37
H: -0.28573 -1.14955 -0.54206  0.28
C: -0.13321 1.10843 1.43558  -0.19
O: 0.53092 0.50559 2.50568  -0.27
H: 1.48269 0.71844 2.49425  0.39
H: -0.96377 1.68215 1.87314  0.31
H: -0.55088 0.21284 0.90792  0.01
H: 0.54693 1.66726 0.80207  0.33

frontier orbital gap (spin up / spin down): 13.15 / 3.71 eV
LUMO (spin up / spin down): -3.4431 / -10.5460 eV
spin multiplicity: 2
relative energy (zero: lowest compared OMol25 entry of this formula, charge and spin): 24.9 kcal per mole
charge: +1
DFT total energy: -231.04253 Eh

9.
The following is a quantum chemistry calculation of a 2-piece molecular cluster, C2H8O3 overall in a non-equilibrium geometry, from the OMol25 dataset.

Last column: Mulliken charge in e.
Atoms and positions in Å:
C: 0.30263 0.25935 0.29000  -0.48
O: 0.07242 -0.51933 -0.93813  -0.31
C: 0.36850 0.02169 -2.19958  -0.13
O: 1.75037 0.33133 -2.35021  -0.52
H: -0.27245 1.18149 0.10146  0.31
H: 1.35270 0.53364 0.48678  0.24
H: -0.10661 -0.23304 1.18816  0.10
H: 0.13532 -0.70293 -3.00332  0.20
H: -0.29324 0.89878 -2.33479  0.28
H: 1.93938 1.18942 -1.91620  0.32
O: -1.56398 -1.32447 3.67013  -0.65
H: -1.75508 -0.53244 4.22187  0.33
H: -1.92995 -1.10352 2.78384  0.32

frontier orbital gap: 10.84 eV
LUMO: 0.6412 eV
spin multiplicity: 1
relative energy (zero: lowest compared OMol25 entry of this formula, charge and spin): 22.4 kcal per mole
SMILES string: COCO.O
charge: 0
DFT total energy: -306.67414 Eh